No. 1
30
Properties=species:S:1:pos:R:3:forces:R:3 method="wB97M-V/def2-TZVPD" total_charge=0 max_force_ha_per_bohr=0.1365 smiles=CCc1c[nH]cn1.O.O.O.O.O homo_lumo_gap_ev=9.388 e_lumo_ev=0.468
C -0.06334 1.27759 1.48626 1.912 -2.421 0.984
C -1.35533 0.88926 0.79888 -1.230 -1.217 -1.003
C -1.25989 -0.26602 -0.25520 -1.302 -1.797 -0.563
C -1.46224 -0.07273 -1.63156 0.531 1.121 1.236
N -1.66403 -1.29164 -2.22063 0.358 -2.041 2.302
C -1.58187 -2.31195 -1.20617 1.934 6.407 2.109
N -1.24843 -1.70403 0.00750 -1.694 0.745 -3.219
H 0.83447 1.37385 0.82799 -0.932 0.002 0.241
H 0.32805 0.59769 2.40031 -1.256 1.155 -2.046
H -0.29473 2.19256 1.91625 0.129 1.965 1.045
H -2.20518 0.74437 1.59861 1.565 -0.084 -1.678
H -1.71760 1.71726 0.11474 0.530 -0.503 1.119
H -1.35852 0.93086 -2.16389 -0.485 -1.876 0.607
H -1.45644 -1.54126 -3.16307 -0.225 0.177 -0.594
H -1.46029 -3.32064 -1.40135 -0.174 -1.705 -0.462
H 1.68033 -1.61617 1.59501 -0.097 0.800 1.166
H 0.52815 -2.61841 1.09327 1.119 1.024 0.007
O 1.43440 -2.23769 0.93909 -0.974 -1.875 -1.048
H 1.14365 1.24547 -1.67570 -0.258 -0.392 -1.456
H 0.69237 1.66631 -3.21996 -0.144 -1.050 -0.333
O 1.01363 1.92662 -2.37327 0.408 1.628 1.659
H -0.69974 -1.43408 2.71488 0.330 1.986 -2.485
H -0.14598 -2.52891 3.50352 -0.498 0.041 0.272
O -0.94136 -1.97865 3.40780 0.105 -2.060 2.228
H 2.28398 3.72831 0.73428 -0.250 -0.167 -0.920
H 1.56539 3.46403 -0.68623 1.163 -0.007 0.818
O 2.42638 3.44298 -0.18976 -0.884 0.097 0.019
H 0.99109 -1.14691 -0.81438 0.100 -0.198 0.445
H 2.43588 -0.61916 -0.88183 -0.056 -0.213 0.039
O 1.55718 -0.50891 -1.25544 0.275 0.459 -0.490

No. 2
26
Properties=species:S:1:pos:R:3:forces:R:3 method="wB97M-V/def2-TZVPD" total_charge=+1 max_force_ha_per_bohr=0.0690 homo_lumo_gap_ev=5.274 e_lumo_ev=-8.879
C -1.92661 -1.12694 -1.16135 -1.032 0.804 0.032
C -1.39482 0.25409 -0.87942 1.201 -0.456 0.706
C -0.31452 0.26776 0.19931 -0.274 0.444 -0.146
C 0.09422 1.64587 0.76872 -0.784 -1.950 -0.498
C -1.03875 2.20595 1.67836 2.250 1.582 -0.687
N -0.67761 0.83687 -2.09358 -2.168 2.763 0.502
H -1.13734 -1.82070 -1.44884 0.194 0.094 0.079
H -2.67943 -1.08693 -1.95188 0.102 -0.110 -0.077
H -2.44455 -1.45662 -0.26048 0.175 -0.356 -0.035
H -2.16663 0.90086 -0.34648 -0.350 0.505 -0.686
H -0.70124 -0.33541 1.02066 0.510 -0.358 -0.069
H 0.53920 -0.09823 -0.40091 0.056 -0.526 0.522
H 1.03274 1.46962 1.29108 -0.067 0.346 0.274
H 0.37290 2.20834 -0.13219 -0.166 0.696 0.320
H -1.41485 1.55514 2.45540 -0.352 -0.373 -0.377
H -0.46331 2.98260 2.19423 -0.449 0.261 0.286
H -1.73704 2.81210 1.09778 -0.672 -0.395 0.359
H -1.73786 2.46532 -1.02049 0.467 -1.972 -0.111
H -0.67760 1.88503 -1.85325 1.409 -0.151 -0.124
H -1.36899 0.99365 -2.84191 0.025 -0.920 -0.237
H 2.20612 -2.77589 -1.05372 0.026 -0.062 0.004
H 2.25983 -2.50956 0.45657 0.127 -0.045 0.135
O 1.80947 -2.24972 -0.35456 -0.198 0.175 -0.079
H 4.91178 -2.91714 2.20787 -0.191 0.036 0.265
H 4.52536 -3.12387 0.78052 -0.095 -0.041 -0.036
O 4.12952 -2.98220 1.64857 0.256 0.007 -0.321

No. 3
26
Properties=species:S:1:pos:R:3:forces:R:3 method="wB97M-V/def2-TZVPD" total_charge=+1 max_force_ha_per_bohr=0.0602 homo_lumo_gap_ev=5.621 e_lumo_ev=-9.031
C -0.55250 -0.66689 -2.34145 1.212 0.142 -0.820
C -0.92249 0.02798 -0.95974 -1.054 -0.396 2.881
C -1.71819 -0.88070 -0.01812 0.809 -0.358 0.208
C -2.13176 -0.31227 1.37033 -0.716 0.050 -0.480
C -2.87125 1.03977 1.24093 0.515 -0.663 -0.157
N 0.15069 0.57776 -0.33810 -0.461 0.333 -1.020
H 0.34443 -1.25083 -2.14000 -0.062 -0.042 -0.082
H -0.35013 0.09030 -3.09191 0.010 -0.029 -0.080
H -1.35081 -1.33207 -2.65400 -0.383 0.231 0.393
H -1.65101 0.83286 -1.24893 0.634 0.413 -0.683
H -2.56229 -1.23842 -0.60311 -0.296 -0.001 0.153
H -1.10800 -1.75753 0.22723 0.014 -0.113 -0.313
H -2.76173 -1.12062 1.73584 -0.264 0.213 0.372
H -1.29177 -0.26887 2.06073 0.201 0.143 -0.199
H -2.17094 1.67383 0.71025 -0.185 0.630 -0.255
H -3.78961 0.91361 0.66933 0.029 0.101 -0.167
H -3.12207 1.58870 2.14425 0.115 -0.426 0.310
H -1.38110 7.37614 1.52176 -0.064 0.302 -0.524
H -1.30519 7.01283 2.14534 0.064 -0.304 0.523
H 0.59683 1.35509 -0.85889 -0.167 -0.184 -0.255
H 1.53233 -0.47964 0.32674 -0.012 -0.135 0.629
H 2.98283 -0.81712 0.50916 1.368 0.116 -0.171
O 2.11644 -1.17562 0.66265 -1.155 -0.053 -0.308
H 5.65526 -0.91587 -0.03249 0.235 0.100 0.035
H 5.20538 0.58154 -0.10430 0.275 -0.303 0.050
O 4.89843 -0.33250 -0.10796 -0.662 0.233 -0.040

No. 4
26
Properties=species:S:1:pos:R:3:forces:R:3 method="wB97M-V/def2-TZVPD" total_charge=+1 max_force_ha_per_bohr=0.0270 homo_lumo_gap_ev=4.296 e_lumo_ev=-10.131
C -0.04862 1.96265 1.00683 0.634 -0.589 0.443
C -1.05571 0.82346 1.04220 -0.330 0.197 0.235
C -1.07737 -0.16815 -0.10738 0.119 0.364 -0.327
C -1.49623 0.48569 -1.38978 0.110 1.100 0.766
C -1.85830 -1.45962 0.09454 0.484 -0.630 0.331
N 2.60435 -1.00333 -0.29746 0.552 -0.451 0.452
H -0.17821 2.64878 0.17672 -0.321 0.147 -0.073
H -0.09192 2.49611 1.95847 -0.081 0.229 -0.219
H -0.85204 0.23441 1.95868 0.116 -0.157 -0.148
H -2.05703 1.25472 1.13040 -0.074 -0.038 -0.025
H -0.02071 -0.50205 -0.18813 0.028 -0.165 0.298
H -2.53265 0.83336 -1.41618 -0.048 0.048 -0.074
H -0.85109 1.37298 -1.51683 -0.095 0.075 0.051
H -1.30687 -0.15608 -2.20470 -0.064 -0.978 -0.986
H -1.29872 -2.07928 0.81434 0.082 0.083 -0.092
H -1.96319 -2.03916 -0.82345 -0.035 -0.026 0.068
H -2.83333 -1.26360 0.50994 -0.552 0.278 -0.131
H 2.88175 -1.79247 -0.88640 0.099 -0.085 0.087
H 0.96873 1.56612 0.92593 -0.062 -0.002 -0.010
H 3.42688 -0.66226 0.20535 0.204 0.020 -0.197
H 1.96614 0.00156 -1.18718 -0.725 0.296 -0.117
H 2.16850 1.12177 -2.22637 -0.293 0.234 -0.181
O 1.44532 0.70656 -1.73165 0.722 -0.125 -0.078
H 1.25401 -1.46717 2.27920 0.009 -0.078 -0.008
H 1.82916 -1.29697 0.51667 -0.982 0.223 0.242
O 0.97712 -1.61804 1.35624 0.501 0.031 -0.307

No. 5
38
Properties=species:S:1:pos:R:3:forces:R:3 method="wB97M-V/def2-TZVPD" total_charge=+1 multiplicity=2 max_force_ha_per_bohr=0.1678 s_squared=0.758 homo_lumo_gap_ev="8.938 / 3.212" e_lumo_ev="-2.599 / -8.316"
Li 0.18243 -0.79837 -1.32612 1.666 0.918 -0.021
C -3.74642 -1.54664 -0.74416 0.240 -0.175 -0.026
C -2.21752 -1.39544 -0.92266 -5.384 -0.035 1.009
O -1.75367 -1.39729 -2.06850 1.742 0.019 -0.490
O -1.43930 -1.14646 0.01448 1.038 -0.069 -0.579
H -4.20608 -0.89122 -0.00440 0.622 0.192 0.244
H -4.06870 -2.55061 -0.46800 0.539 -0.218 0.142
H -4.30204 -1.35750 -1.66264 0.501 0.132 -0.368
C -0.53550 2.20033 -1.65941 -2.214 1.280 -2.200
O -0.03286 1.25215 -1.24056 4.069 -6.561 3.815
N -0.31800 3.42187 -1.52263 3.029 7.799 2.111
N -1.54321 2.10922 -2.45769 -4.867 -2.920 -3.558
H -0.87307 4.01728 -2.12052 0.663 0.479 0.735
H 0.38345 3.84213 -0.92979 0.069 -0.195 -0.345
H -2.04282 2.88996 -2.85886 -0.221 -0.649 0.209
H -1.96222 1.20049 -2.32074 -0.670 0.331 -1.002
C 0.12677 1.24259 2.93607 -0.034 -6.302 2.128
O 0.22665 0.24040 3.63937 0.030 -0.629 -0.108
N -0.36053 1.26098 1.74289 -2.614 0.144 -5.025
N 0.56262 2.35829 3.29709 2.365 6.828 2.298
H -0.51745 0.46623 1.13970 0.073 0.228 0.716
H -0.49430 2.17099 1.32564 0.056 -0.537 -0.376
H 0.31793 3.15164 2.72192 0.640 0.247 0.706
H 1.09509 2.44411 4.15103 -0.435 0.176 -0.161
C 2.84580 -1.34278 0.61607 -0.501 1.636 -1.401
O 2.00963 -1.04998 -0.25684 -0.643 0.212 -0.213
N 2.85884 -2.45759 1.27320 -0.549 -2.423 0.543
N 3.87783 -0.60163 1.01548 1.782 1.709 0.316
H 3.57749 -2.50618 1.98121 -0.862 -1.229 0.046
H 2.19871 -3.15097 0.95142 0.300 -0.356 0.917
H 4.12903 0.34416 0.76553 -0.521 -0.354 -0.270
H 4.54002 -1.10085 1.59202 0.123 0.742 -0.195
O -0.03904 -2.85278 1.80562 0.277 -0.330 -0.064
H -0.90178 -3.26463 1.75780 -0.228 -0.158 0.140
H -0.04826 -2.19498 1.11031 0.122 0.217 0.093
O 1.09012 -0.76347 -3.60153 -0.222 0.091 0.868
H 1.10171 -1.72036 -3.62292 0.233 -0.407 -0.269
H 0.27870 -0.52323 -4.04886 -0.216 0.165 -0.365

No. 6
7
Properties=species:S:1:pos:R:3:forces:R:3 method="wB97M-V/def2-TZVPD" total_charge=0 max_force_ha_per_bohr=0.1558 homo_lumo_gap_ev=9.794 e_lumo_ev=-0.113
C -1.10593 0.12939 0.00233 -1.089 -0.516 0.495
C 0.96019 0.02072 0.01259 7.635 -2.268 -0.864
C -0.00311 0.95315 0.51184 -0.449 1.579 -0.392
C -0.08747 -0.74532 0.67854 -0.790 -1.116 0.336
C -0.05143 -0.13028 -0.96157 -1.334 0.552 -0.892
H -2.20541 0.14087 0.02589 0.973 0.118 -0.010
H 2.49317 -0.36853 -0.26961 -4.947 1.651 1.326